Here is C43H50F2N6S2SiTi as an isolated structure from the OMol25 dataset. Energies are from the ωB97M-V functional and the def2-TZVPD basis.

Element x y z (Å)
Ti -0.425 -0.564 2.055
C 3.103 -0.727 5.677
S 3.855 -0.036 4.187
C 2.401 0.122 3.158
S 0.935 0.864 3.740
N 2.559 -0.399 1.994
N 1.442 -0.264 1.155
C 1.590 -1.052 0.050
C 1.032 -0.949 -1.189
C 0.998 -2.153 -2.016
C -0.097 -2.417 -2.753
C -1.211 -1.485 -2.673
C -1.010 -0.260 -2.165
N 0.255 0.165 -1.698
H 3.916 -0.923 6.380
H 2.395 -0.031 6.117
H 2.587 -1.660 5.450
H 2.246 -1.913 0.164
H 1.818 -2.862 -1.936
H -0.177 -3.327 -3.336
H -2.210 -1.775 -2.976
H -1.829 0.444 -2.074
F -2.424 4.648 2.063
C -2.585 3.337 1.732
C -1.557 2.453 1.917
C -1.718 1.102 1.556
C -2.962 0.708 1.019
C -3.974 1.657 0.867
F -5.192 1.321 0.350
C -3.819 2.978 1.207
C -3.081 -0.707 0.661
C -4.217 -1.332 0.136
C -4.156 -2.659 -0.237
C -2.962 -3.352 -0.088
C -1.894 -2.696 0.482
N -1.950 -1.416 0.881
H -0.625 2.794 2.352
H -4.616 3.694 1.066
H -5.127 -0.769 0.018
H -5.033 -3.145 -0.649
H -2.846 -4.385 -0.389
H -0.948 -3.194 0.639
C 2.276 -5.810 1.263
C 0.937 -5.987 1.589
C 0.195 -4.952 2.137
C 0.774 -3.690 2.361
C 2.132 -3.530 2.053
C 2.863 -4.573 1.506
N 0.036 -2.622 2.896
N -0.845 -3.096 3.799
C -1.705 -2.138 4.297
C -2.571 -2.561 5.322
C -3.467 -1.672 5.888
C -3.519 -0.363 5.417
C -2.686 0.025 4.363
C -1.758 -0.828 3.766
H 2.853 -6.622 0.835
H 0.456 -6.944 1.414
H -0.843 -5.095 2.406
H 2.602 -2.577 2.258
H 3.914 -4.415 1.282
H -2.507 -3.591 5.658
H -4.124 -1.997 6.689
H -4.214 0.348 5.853
H -2.777 1.046 3.997
C 1.037 0.097 -4.870
C 1.833 1.154 -4.090
C 2.093 2.330 -5.043
C 3.195 0.518 -3.764
Si 0.957 1.634 -2.424
C 2.220 2.448 -1.212
C 3.376 1.532 -0.748
C 2.927 3.692 -1.786
C 1.426 2.876 0.036
C -0.543 2.829 -2.763
C -1.351 2.442 -4.021
C -1.502 2.868 -1.547
C -0.088 4.280 -3.015
H 0.054 0.444 -5.184
H 0.902 -0.813 -4.285
H 1.599 -0.167 -5.777
H 2.692 1.970 -5.892
H 2.645 3.149 -4.582
H 1.171 2.743 -5.458
H 3.612 0.075 -4.679
H 3.116 -0.274 -3.015
H 3.911 1.256 -3.400
H 3.104 0.494 -0.602
H 3.746 1.900 0.215
H 4.210 1.564 -1.453
H 3.569 3.440 -2.632
H 3.582 4.093 -1.002
H 2.259 4.494 -2.090
H 0.960 2.022 0.529
H 0.652 3.617 -0.189
H 2.112 3.328 0.762
H -1.712 1.414 -4.014
H -0.777 2.586 -4.939
H -2.226 3.101 -4.080
H -1.378 2.042 -0.849
H -2.546 2.870 -1.879
H -1.355 3.777 -0.961
H 0.648 4.372 -3.816
H 0.325 4.735 -2.116
H -0.965 4.875 -3.302

Computed properties:
Total charge   -2
Energy above the lowest of the compared OMol25 structures with the same formula, charge and spin   0.000 eV
2S+1   3
Kohn-Sham gap (spin up / spin down)   4.26 / 5.41 eV
<S²>   2.032

=====

Here is C43H50Ge2N3PPd as an isolated structure from the OMol25 dataset. Energies are from the ωB97M-V functional and the def2-TZVPD basis.

Element x y z (Å)
Pd -0.035 0.433 -0.395
C 0.397 4.920 0.825
C 0.517 3.724 0.130
N 0.311 2.521 0.682
C -0.005 2.481 1.973
C -0.124 3.626 2.761
C 0.067 4.876 2.163
C -0.427 3.506 4.162
C -0.625 2.303 4.789
C -0.557 1.115 4.059
C -0.780 -0.142 4.661
C -0.723 -1.254 3.891
C -0.453 -1.203 2.450
N -0.194 0.104 1.885
C -0.252 1.158 2.607
H 0.569 5.859 0.317
H 0.806 3.736 -0.911
H -0.034 5.783 2.747
H -0.492 4.420 4.744
H -0.839 2.266 5.849
H -0.993 -0.196 5.721
H -0.877 -2.233 4.330
H 0.451 -1.804 2.274
C 2.946 -1.176 -3.408
C 2.068 -2.353 -3.842
Ge 0.797 -2.909 -2.502
C -0.794 -3.923 -2.854
C -0.602 -4.844 -4.073
C 1.720 -3.245 -0.852
C 2.366 -2.508 0.062
Ge 2.197 -0.584 0.080
C 3.650 0.428 0.851
C 4.357 -0.048 2.127
C -1.561 -1.915 1.617
C -1.666 -3.407 1.912
C 3.320 -3.133 1.019
C 3.093 -3.141 2.393
C 3.968 -3.792 3.248
C 5.101 -4.413 2.739
C 5.334 -4.415 1.372
C 4.449 -3.777 0.514
H 3.677 -0.947 -4.183
H 3.518 -1.420 -2.507
H 2.370 -0.266 -3.225
H 2.687 -3.240 -4.013
H 1.543 -2.161 -4.780
H -1.613 -3.218 -3.005
H -1.004 -4.490 -1.946
H -0.296 -4.297 -4.966
H -1.544 -5.339 -4.302
H 0.134 -5.625 -3.882
H 1.872 -4.331 -0.783
H 3.241 1.435 0.965
H 4.375 0.497 0.026
H 3.672 -0.154 2.969
H 5.104 0.697 2.400
H 4.870 -0.995 1.983
H -1.306 -1.748 0.567
H -2.510 -1.409 1.813
H -0.716 -3.917 1.734
H -2.420 -3.855 1.266
H -1.977 -3.611 2.935
H 2.222 -2.650 2.813
H 3.770 -3.819 4.312
H 5.809 -4.880 3.410
H 6.200 -4.924 0.971
H 4.640 -3.772 -0.553
C -0.770 0.120 -4.823
C -0.465 -0.381 -3.495
N -0.209 -0.800 -2.447
H -1.722 0.655 -4.800
H -0.850 -0.723 -5.514
H 0.022 0.793 -5.153
C -3.447 -0.030 -0.956
P -2.219 1.278 -0.741
C -2.870 2.382 0.518
C -2.936 3.762 0.328
C -3.515 4.567 1.302
C -3.999 4.007 2.476
C -3.909 2.634 2.685
C -3.346 1.825 1.711
C -2.149 2.199 -2.289
C -0.926 2.597 -2.837
C -0.888 3.441 -3.939
C -2.075 3.888 -4.508
C -3.298 3.471 -3.992
C -3.336 2.638 -2.883
H -4.370 0.400 -1.345
H -3.668 -0.497 0.003
H -3.077 -0.790 -1.643
H -2.574 4.211 -0.589
H -3.609 5.632 1.131
H -4.461 4.638 3.225
H -4.301 2.197 3.595
H -3.303 0.753 1.878
H 0.009 2.249 -2.410
H 0.062 3.758 -4.351
H -2.049 4.568 -5.350
H -4.222 3.805 -4.445
H -4.298 2.349 -2.476

Computed properties:
Total charge   +4
Kohn-Sham gap   4.72 eV

=====

So what do the calculations give for largest force on an atom? Going down the list: 1.51 0.81 eV Å⁻¹.
So what do the calculations give for calculated total energy? Going down the list: -4132.18666 -6454.43629 Eh.